{
  "formula": "C19H49N3O7",
  "method": "ωB97M-V/def2-TZVPD",
  "elements": ["C", "O", "C", "C", "N", "C", "C", "O", "C", "H", "H", "H", "H", "H", "H", "H", "H", "H", "H", "H", "H", "H", "H", "H", "C", "O", "C", "C", "N", "C", "C", "O", "C", "H", "H", "H", "H", "H", "H", "H", "H", "H", "H", "H", "H", "H", "H", "H", "C", "O", "C", "C", "N", "C", "C", "O", "C", "H", "H", "H", "H", "H", "H", "H", "H", "H", "H", "H", "H", "H", "H", "H", "C", "O", "H", "H", "H", "H"],
  "xyz": [[34.235, 13.398, 15.026], [33.243, 12.389, 15.077], [31.932, 12.899, 15.009], [30.974, 11.775, 14.654], [31.254, 11.180, 13.350], [31.358, 12.037, 12.173], [30.120, 12.852, 11.834], [29.008, 12.125, 11.362], [28.391, 11.221, 12.238], [34.162, 13.949, 14.087], [35.196, 12.918, 15.197], [34.123, 14.095, 15.869], [31.796, 13.706, 14.279], [31.682, 13.322, 15.994], [29.965, 12.188, 14.671], [31.099, 10.943, 15.349], [31.937, 10.440, 13.371], [31.618, 11.365, 11.354], [32.224, 12.715, 12.289], [30.443, 13.485, 11.010], [29.768, 13.411, 12.712], [27.439, 10.967, 11.765], [28.177, 11.671, 13.213], [28.956, 10.297, 12.336], [35.196, 10.708, 6.547], [34.802, 10.299, 7.831], [34.733, 11.379, 8.750], [34.866, 10.937, 10.169], [33.668, 10.296, 10.697], [33.237, 9.111, 9.987], [32.104, 8.440, 10.676], [32.555, 7.940, 11.919], [31.468, 7.651, 12.795], [34.392, 11.257, 6.047], [35.351, 9.795, 5.962], [36.163, 11.217, 6.552], [33.754, 11.880, 8.610], [35.417, 12.194, 8.478], [35.006, 11.882, 10.707], [35.743, 10.288, 10.309], [33.898, 9.954, 11.630], [34.050, 8.378, 9.830], [32.912, 9.345, 8.968], [31.709, 7.608, 10.081], [31.298, 9.176, 10.828], [31.874, 7.157, 13.675], [30.775, 6.988, 12.267], [30.984, 8.578, 13.123], [37.091, 9.504, 13.220], [38.184, 9.307, 12.339], [39.385, 9.868, 12.833], [40.301, 10.183, 11.682], [40.763, 8.987, 10.987], [41.553, 9.294, 9.796], [42.998, 9.680, 10.079], [43.809, 8.544, 10.302], [44.408, 8.047, 9.135], [37.219, 8.969, 14.166], [36.273, 9.042, 12.662], [36.813, 10.554, 13.344], [39.828, 9.131, 13.522], [39.155, 10.773, 13.407], [41.103, 10.859, 12.028], [39.698, 10.783, 10.988], [41.345, 8.489, 11.657], [41.069, 10.069, 9.201], [41.572, 8.362, 9.223], [43.064, 10.298, 10.979], [43.398, 10.302, 9.266], [45.109, 7.257, 9.409], [45.042, 8.795, 8.634], [43.674, 7.666, 8.416], [34.009, 9.220, 14.710], [34.060, 10.221, 13.669], [34.399, 9.732, 15.592], [32.941, 9.030, 14.872], [34.533, 8.313, 14.435], [33.734, 11.025, 14.106]],
  "forces_ev_per_angstrom": [[-0.1, 0.1, 0.8], [0.2, 0.2, -0.3], [-0.7, 0.1, 0.7], [1.0, -0.4, -0.9], [-1.2, 0.1, 0.0], [0.4, -0.6, 0.6], [0.1, -0.7, 0.5], [0.2, 0.1, -0.7], [-0.4, -0.2, -0.3], [0.3, 0.0, -0.1], [0.1, -0.1, -0.5], [-0.2, 0.0, -0.2], [0.5, 0.0, -0.1], [-0.1, 0.0, -0.1], [-0.2, -0.2, 0.2], [-0.4, 0.2, 0.4], [0.2, 0.3, -0.1], [0.0, 0.3, -0.1], [-0.2, 0.2, -0.3], [-0.4, 0.4, 0.1], [0.3, 0.4, -0.1], [0.0, 0.1, 0.1], [0.1, -0.1, 0.1], [0.2, 0.0, 0.3], [-0.1, -1.0, -0.4], [0.6, 0.2, 0.3], [-1.1, 0.5, -1.1], [-0.1, 0.0, 0.3], [0.0, -0.3, 0.3], [0.6, -0.4, -1.3], [-0.5, 0.0, 0.4], [-0.2, 0.1, 0.6], [0.6, 0.1, -0.4], [0.3, 0.4, 0.0], [-0.1, 0.1, 0.1], [-0.2, 0.4, 0.0], [0.0, -0.2, 0.3], [0.6, -0.4, 0.2], [0.2, -0.3, 0.3], [0.2, 0.2, -0.2], [-0.1, 0.5, 0.1], [0.0, 0.1, 0.2], [0.0, 0.2, 0.1], [0.0, 0.1, -0.1], [0.0, -0.1, 0.1], [0.0, -0.2, -0.1], [-0.3, 0.0, 0.3], [-0.2, -0.1, -0.2], [-0.4, -0.8, -1.2], [0.1, 0.6, 0.3], [-0.2, -0.6, 0.3], [-0.3, 0.5, -0.4], [0.0, 0.6, 0.5], [0.2, -0.7, 0.3], [0.0, 0.5, -0.1], [0.2, 0.1, 0.2], [0.5, 0.0, -0.3], [0.1, 0.2, 0.1], [-0.2, 0.0, 0.4], [0.3, 0.1, 0.2], [0.2, 0.2, 0.0], [0.1, 0.1, -0.1], [0.1, -0.2, 0.1], [0.1, -0.1, -0.1], [0.0, -0.3, -0.3], [-0.2, 0.0, 0.1], [0.0, 0.2, -0.3], [-0.1, -0.1, 0.1], [0.1, -0.2, -0.1], [-0.3, -0.2, 0.1], [-0.3, 0.2, 0.1], [0.0, 0.0, 0.0], [-0.9, 1.7, -0.3], [0.5, -0.8, 0.1], [0.2, -0.7, 0.3], [0.2, -0.5, 0.3], [0.2, 0.1, -0.1], [0.0, 0.1, -0.2]],
  "homo_ev": -8.19,
  "relative_energy_kj_mol": 33.2,
  "homo_lumo_gap_ev": 8.9,
  "e_lumo_ev": 0.7
}